Entry 1:
This record from the OMol25 dataset describes a structure of composition C13H24Cl2N4Rh at a distorted geometry. The level of theory is wB97M-V/def2-TZVPD.

```
! wB97M-V def2-TZVPD RIJCOSX def2/J DEFGRID3
* xyz -1 5
N -0.073 0.587 1.238
H 1.986 0.834 0.809
C -0.280 1.961 0.669
H 0.075 -2.939 -4.359
H -1.237 -1.869 -4.995
H 0.942 0.456 4.311
H 1.778 -0.760 -1.094
C 0.752 1.442 3.868
Rh -0.975 -1.447 0.108
H -1.440 -3.044 -2.615
N -0.034 3.042 1.662
C -0.938 0.483 2.457
Cl 0.413 -2.570 1.576
C -1.030 -2.047 -2.801
H -0.755 -0.496 2.917
H -1.306 2.044 0.297
H -1.985 0.586 2.141
Cl -2.558 0.062 -0.705
N -0.663 1.532 3.458
C -0.903 2.852 2.843
H 0.998 -0.863 -5.332
H -3.099 -2.845 -0.362
H 1.606 -0.397 2.081
C 0.589 -0.865 -4.309
H 2.046 3.145 1.282
H 0.961 2.232 4.604
H 0.051 -2.850 -1.181
H -0.677 3.636 3.581
H 0.442 2.115 -0.149
H 0.088 0.114 -4.132
C 1.755 -1.047 -3.261
C 1.356 0.591 1.682
H 2.367 -1.932 -3.526
C 1.200 -1.139 -1.897
C 1.370 2.964 2.130
C -2.249 -2.740 0.340
H -1.880 -1.369 -2.673
C -0.457 -1.989 -4.212
H -1.874 -3.789 0.501
N 1.647 1.625 2.704
H -1.952 2.929 2.531
H 2.351 -0.136 -3.388
H 1.535 3.729 2.905
C 0.058 -1.829 -1.705
*
```

LUMO energy (alpha / beta) ... 2.95 / 2.27 eV
Highest occupied orbital energy (alpha / beta) ... -1.695 / -4.854 eV
<S²> ... 6.018
Max |F| ... 6.9 eV/A
HOMO-LUMO gap (alpha / beta) ... 4.649 / 7.121 eV

Here are the natural (NBO) charges for atoms 1 to 6, given in e: number 1, N, carries -0.530; number 2, H, carries 0.193; number 3, C, carries -0.086; number 4, H, carries 0.179; number 5, H, carries 0.191; number 6, H, carries 0.203

***

Entry 2:
This record from the OMol25 dataset describes a structure of composition C13H24F6IO3P2Ru at a distorted geometry. The level of theory is wB97M-V/def2-TZVPD.

```
! wB97M-V def2-TZVPD RIJCOSX def2/J DEFGRID3
* xyz 2 6
H 1.841 -0.422 -2.506
H -1.331 -1.596 5.037
C 0.014 0.622 3.988
H -3.428 0.259 -2.121
H 3.576 -1.601 -0.013
P -1.905 0.214 -0.188
H -2.855 2.418 0.147
I 0.007 -0.547 -4.373
F 2.402 -1.063 3.665
H -2.169 -0.877 3.620
O 0.024 2.127 -5.734
P 1.914 0.166 -0.170
F -0.053 0.698 5.341
H -0.890 -0.410 -7.343
H -1.422 -2.507 3.497
C -2.348 0.372 -1.942
H 2.794 1.310 1.774
F 1.229 -2.915 3.611
C -1.334 -1.512 3.947
C -3.012 1.436 0.613
H -3.621 -1.467 0.214
H -1.817 -0.408 -2.512
H 1.904 -2.223 -0.191
H -4.063 1.146 0.510
O 0.080 -0.957 2.093
C -0.011 2.274 -0.075
F 1.222 -1.653 5.420
H -2.023 1.349 -2.323
H 2.453 -1.585 1.394
H 4.047 1.132 0.500
C -0.034 -0.861 3.455
C 2.531 -1.473 0.303
H -2.072 -2.169 -0.337
C 2.994 1.361 0.694
C 2.372 0.349 -1.918
H -2.230 -1.614 1.350
H 3.457 0.224 -2.069
C 0.007 0.216 -7.278
H 0.896 -0.422 -7.344
H -2.754 1.505 1.678
Ru 0.000 0.643 0.817
H 2.762 2.370 0.324
C 0.014 0.950 -5.970
F -1.065 1.330 3.498
H 0.011 0.929 -8.110
H 2.066 1.341 -2.282
F 1.136 1.303 3.603
C 1.227 -1.629 4.057
O -0.015 3.283 -0.666
C -2.529 -1.413 0.313
*
```

LUMO energy (alpha / beta) ... -7.48 / -11.91 eV
Highest occupied orbital energy (alpha / beta) ... -12.816 / -15.582 eV
<S²> ... 8.769
Max |F| ... 6.2 eV/A
HOMO-LUMO gap (alpha / beta) ... 5.335 / 3.669 eV

Here are the natural (NBO) charges for atoms 1 to 6, given in e: number 1, H, carries 0.206; number 2, H, carries 0.270; number 3, C, carries 0.950; number 4, H, carries 0.277; number 5, H, carries 0.255; number 6, P, carries 0.959

***

Entry 3:
This record from the OMol25 dataset describes a structure of composition C13H24INO6V at a distorted geometry. The level of theory is wB97M-V/def2-TZVPD.

```
! wB97M-V def2-TZVPD RIJCOSX def2/J DEFGRID3
* xyz -1 1
H -0.741 -3.669 -0.629
C -0.021 -1.623 -0.468
N 1.344 -1.118 -0.339
H 2.211 -3.863 0.635
H 0.286 -3.550 1.632
C -2.905 4.028 0.040
H -2.690 1.860 0.160
H -4.334 3.627 1.532
C 2.345 -1.655 0.596
C -4.378 3.846 0.463
H -0.816 -0.797 1.349
H -1.176 2.715 0.568
H -1.025 0.304 -0.693
C -0.570 -1.792 0.958
C 0.273 -2.518 1.993
H 4.120 -0.897 1.619
H 1.562 -0.871 2.486
O -2.906 4.494 -1.299
C 1.645 -1.828 1.958
C 3.497 -0.681 0.752
H -0.599 -0.623 -2.200
C -0.059 -3.003 -1.188
H 3.954 -0.469 -0.217
H 2.323 -2.375 2.630
H 3.814 -3.383 0.566
O -1.829 2.596 -1.464
O 1.910 -0.850 -1.617
I 4.203 2.773 -1.156
O 0.993 1.947 0.281
O 1.021 1.803 -2.279
C -2.066 2.730 -0.054
C 2.827 -3.068 0.205
V 1.718 1.253 -0.982
H -1.486 -2.386 0.841
O -1.592 4.173 -3.082
H -4.867 3.045 -0.081
C -2.029 3.800 -2.051
H 0.868 -3.565 -1.177
H -4.832 4.822 0.304
C -0.978 -0.666 -1.180
H -0.594 -3.021 -2.141
H 3.172 0.345 1.006
H -0.085 -2.381 3.010
H -1.988 -1.073 -1.102
H -2.387 4.729 0.696
H 2.871 -3.163 -0.881
*
```

LUMO energy ... 2.70 eV
Highest occupied orbital energy ... -4.615 eV
Max |F| ... 2.4 eV/A
HOMO-LUMO gap ... 7.318 eV
Energy relative to the best compared isomer or geometry (same formula, charge and spin) ... 20.1 kcal/mol

Here are the Mulliken charges for atoms 1 to 6, given in e: number 1, H, carries 0.339; number 2, C, carries 1.704; number 3, N, carries 1.560; number 4, H, carries 0.343; number 5, H, carries 0.288; number 6, C, carries 0.455